Formula: C4H11N2
Source: OMol25
Level of theory: ωB97M-V/def2-TZVPD

Values from the calculation:
Energy (eV): -7297.58806
Kohn-Sham gap (eV): 10.372
LUMO level (Ha): -0.1367
ΔE to the lowest compared entry with this formula, charge and spin (kJ/mol): 324.19

ORCA input file:
```
! RIJCOSX wB97M-V def2-TZVPD def2/J DEFGRID3
* xyz 1 1
C -1.07 0.00 -1.51
C -1.78 1.14 -0.92
C 0.84 -1.63 1.29
C 1.40 0.59 0.59
N 0.93 -0.22 1.46
N -0.32 1.04 -0.77
H -1.26 -0.92 -1.03
H -0.92 -0.19 -2.55
H -2.23 1.93 -1.43
H -2.31 0.75 -0.02
H 0.97 -2.04 2.25
H -0.07 -1.82 0.74
H 1.68 -2.08 0.77
H 1.83 0.14 -0.32
H 1.58 1.67 0.70
H 0.57 0.15 2.27
H 0.15 1.50 -1.53
*
```